Record 1
Molecular formula: C16H29N3O2
Method: DFT, ωB97M-V/def2-TZVPD

Geometry (Å):
O  0.783  -3.880  -3.245
O  2.246  -1.033  -3.471
C  1.040  -3.013  -2.453
C  1.455  -1.632  -2.680
C  0.681  -2.653  -1.068
C  1.162  -1.394  -1.306
N  0.240  -3.377  0.000
N  -3.817  -1.719  0.725
N  1.322  -0.343  -0.400
C  -0.100  -4.790  -0.210
C  -3.861  -0.154  0.569
C  -5.019  -2.453  0.220
C  2.655  6.566  0.105
C  -0.144  -2.746  1.246
C  -2.552  -2.380  0.372
C  2.460  0.504  -0.467
C  -1.305  -1.765  1.033
C  1.659  5.444  0.121
C  2.205  1.543  0.571
C  2.412  4.131  0.407
C  1.580  2.863  0.064
H  0.929  -0.475  0.551
H  -1.215  -4.918  -0.273
H  0.167  -5.391  0.651
H  0.350  -5.240  -1.150
H  -4.525  0.409  1.240
H  -2.848  0.351  0.676
H  -4.224  0.066  -0.402
H  -5.953  -1.864  0.410
H  -4.990  -2.638  -0.809
H  -5.234  -3.373  0.836
H  2.069  7.477  0.055
H  3.424  6.644  0.967
H  3.270  6.424  -0.736
H  0.716  -2.209  1.726
H  -0.407  -3.391  2.105
H  -2.380  -2.251  -0.740
H  -2.629  -3.339  0.695
H  3.218  -0.190  -0.204
H  2.676  0.858  -1.484
H  -1.673  -1.566  2.038
H  -1.040  -0.877  0.479
H  1.132  5.449  -0.899
H  0.888  5.602  0.859
H  3.134  1.745  1.187
H  1.633  1.034  1.356
H  3.322  4.166  -0.155
H  2.816  4.022  1.430
H  1.660  2.862  -1.076
H  0.610  2.895  0.537

LUMO energy: 0.42 eV
Total charge: 0
ΔE to the lowest compared entry with this formula, charge and spin: 163.1 kcal/mol
HOMO level: -7.909 eV
E: -25623.216 eV
Kohn-Sham gap: 8.326 eV

---

Record 2
Molecular formula: C16H29N3O5S
Method: DFT, ωB97M-V/def2-TZVPD

Geometry (Å):
C  1.050  -1.810  -6.454
O  0.605  -2.210  -5.168
C  -0.820  -2.112  -5.084
C  -1.203  -2.216  -3.589
C  -1.256  -3.730  -3.100
C  0.007  -4.020  -2.205
C  -0.225  -3.667  -0.691
C  0.979  -2.859  -0.050
C  0.457  -1.568  0.676
C  1.596  -0.880  1.515
C  1.027  0.217  2.498
C  1.134  1.670  1.939
C  0.364  1.696  0.608
N  -0.206  1.627  -0.355
C  0.485  2.807  2.835
C  1.515  3.916  3.030
N  2.390  4.583  3.237
S  -0.038  2.311  4.519
C  1.434  1.943  5.534
O  -0.622  3.513  5.106
O  -1.053  1.279  4.549
H  0.517  -2.356  -7.273
H  2.139  -1.974  -6.565
H  0.856  -0.717  -6.584
H  -1.140  -1.147  -5.556
H  -1.331  -2.916  -5.673
H  -2.181  -1.733  -3.393
H  -0.430  -1.730  -2.952
H  -1.304  -4.401  -3.983
H  -2.187  -3.884  -2.517
H  0.164  -5.124  -2.284
H  0.899  -3.538  -2.651
H  -0.341  -4.629  -0.143
H  -1.183  -3.102  -0.604
H  1.443  -3.550  0.691
H  1.682  -2.585  -0.862
H  -0.385  -1.848  1.349
H  0.144  -0.875  -0.128
H  2.122  -1.648  2.125
H  2.331  -0.469  0.791
H  -0.059  -0.015  2.586
H  1.443  0.113  3.517
H  2.166  1.978  1.674
H  -0.406  3.227  2.304
H  2.325  1.732  4.902
H  1.205  1.122  6.238
H  1.684  2.864  6.103
C  -1.988  5.210  1.706
N  -3.252  5.297  0.925
O  -3.811  6.375  0.883
O  -3.631  4.277  0.384
H  -1.770  6.185  2.130
H  -2.140  4.472  2.492
H  -1.200  4.902  1.020

LUMO energy: 0.16 eV
Total charge: 0
ΔE to the lowest compared entry with this formula, charge and spin: 182.2 kcal/mol
HOMO level: -9.813 eV
E: -42598.971 eV
Kohn-Sham gap: 9.977 eV

---

Record 3
Molecular formula: C16H29N6O4S
Method: DFT, ωB97M-V/def2-TZVPD

Geometry (Å):
C  -1.298  2.155  2.477
N  -1.626  1.539  3.597
N  -2.255  0.434  3.281
N  -2.318  0.351  1.997
C  -2.966  -0.730  1.247
C  -1.970  -1.629  0.544
C  -1.490  -1.084  -0.816
C  -0.027  -0.625  -0.826
S  1.126  -1.783  -1.578
C  1.449  -2.997  -0.393
N  0.661  -3.857  0.064
N  1.360  -4.633  0.960
C  2.546  -4.174  0.959
O  2.702  -3.138  0.153
N  -1.733  1.419  1.474
H  -0.790  3.100  2.370
H  -3.646  -0.279  0.531
H  -3.546  -1.294  1.961
H  -1.109  -1.848  1.168
H  -2.485  -2.563  0.360
H  -2.087  -0.193  -1.040
H  -1.704  -1.769  -1.623
H  0.041  0.254  -1.457
H  0.288  -0.296  0.161
H  3.303  -4.632  1.562
H  -1.662  1.577  0.477
C  -5.156  -4.472  -3.870
C  -3.874  -3.785  -3.481
O  -3.681  -3.399  -2.349
C  -2.839  -3.602  -4.563
H  -5.810  -4.541  -3.003
H  -5.661  -3.905  -4.653
H  -4.945  -5.478  -4.236
H  -3.250  -2.999  -5.374
H  -2.535  -4.573  -4.956
H  -1.966  -3.099  -4.153
C  1.858  6.727  3.431
C  1.021  5.726  2.684
O  0.166  5.073  3.248
C  1.294  5.573  1.208
H  1.562  6.738  4.477
H  2.912  6.457  3.362
H  1.713  7.722  3.010
H  2.325  5.257  1.048
H  1.126  6.522  0.698
H  0.625  4.825  0.784
C  5.460  0.696  -0.884
C  4.088  1.031  -0.360
O  3.396  1.881  -0.874
C  3.601  0.257  0.840
H  5.681  1.322  -1.745
H  6.209  0.874  -0.112
H  5.498  -0.352  -1.187
H  4.259  0.417  1.695
H  3.556  -0.807  0.608
H  2.602  0.606  1.100

LUMO energy: -3.91 eV
Total charge: +1
ΔE to the lowest compared entry with this formula, charge and spin: 0.0 kcal/mol
HOMO level: -11.875 eV
E: -45018.744 eV
Kohn-Sham gap: 7.968 eV

---

Record 4
Molecular formula: C16H30AsBr2PReSe3Te
Method: DFT, ωB97M-V/def2-TZVPD

Geometry (Å):
Re  0.526  -1.150  -1.881
Se  -0.942  -2.869  -1.018
Se  -0.468  -4.785  -2.292
Te  -0.813  -3.900  -4.578
Se  -0.115  -1.566  -4.371
Br  2.443  0.419  -2.837
C  3.392  -1.165  -3.463
Br  2.731  -2.663  -2.418
H  4.454  -1.036  -3.295
H  3.123  -1.327  -4.499
C  -3.597  -0.645  -2.077
C  -2.775  0.099  -1.024
P  -1.127  0.614  -1.615
C  -0.515  1.966  -0.520
C  -1.554  2.654  0.366
C  -1.424  1.454  -3.212
C  -2.311  2.696  -3.128
H  -4.531  -0.989  -1.636
H  -3.071  -1.516  -2.467
H  -3.851  0.003  -2.915
H  -2.629  -0.515  -0.132
H  -3.305  0.995  -0.698
H  -0.053  2.690  -1.198
H  0.294  1.580  0.097
H  -2.343  3.126  -0.217
H  -1.067  3.434  0.952
H  -2.023  1.961  1.067
H  -1.852  0.720  -3.894
H  -0.440  1.712  -3.618
H  -3.300  2.464  -2.729
H  -2.451  3.112  -4.125
H  -1.866  3.477  -2.511
C  2.168  -2.608  1.176
As  1.326  -0.986  0.551
C  2.701  0.324  0.923
C  -0.111  -0.705  1.855
C  0.410  -0.303  3.203
C  0.617  1.042  3.498
C  1.124  1.422  4.731
C  1.431  0.458  5.681
C  1.219  -0.884  5.399
C  0.710  -1.263  4.165
H  2.364  -2.492  2.240
H  3.110  -2.763  0.654
H  1.504  -3.455  1.013
H  2.922  0.308  1.987
H  2.396  1.328  0.635
H  3.594  0.050  0.363
H  -0.648  -1.655  1.892
H  -0.787  0.045  1.447
H  0.363  1.803  2.766
H  1.270  2.471  4.955
H  1.823  0.754  6.645
H  1.437  -1.637  6.145
H  0.519  -2.312  3.962

LUMO energy (spin up / spin down): -6.48 / -8.49 eV
Total charge: +2
ΔE to the lowest compared entry with this formula, charge and spin: 0.0 kcal/mol
HOMO level (spin up / spin down): -13.776 / -13.810 eV
Expectation value of S²: 3.779
E: -432740.468 eV
Multiplicity: 4
Kohn-Sham gap (spin up / spin down): 7.293 / 5.319 eV